(1)
Molecular formula: C32H83N5O11
Method: DFT, ωB97M-V/def2-TZVPD

Properties
E = -64494.23549 eV
Structure (SMILES) = COC[C@H](C)N.COCCNCCOC.COCCNCCOC.COCCNCCOC.COCCNCCOC.CCO.CCO
Energy above the lowest of the compared OMol25 structures with the same formula, charge and spin = 202.3 kJ/mol
Max |F| = 2.73 eV/Å
Frontier orbital gap = 8.820 eV

Each line ends with the Mulliken charge.
Atoms and positions in Å:
C (2.37, 2.18, -4.77)  -1.43
C (1.79, 1.31, -3.67)  0.31
O (2.61, 1.35, -2.50)  -0.61
H (3.43, 2.42, -4.67)  0.37
H (1.82, 3.11, -4.89)  0.25
H (2.18, 1.62, -5.69)  0.36
H (1.53, 0.28, -3.94)  0.50
H (0.83, 1.72, -3.32)  -0.07
H (2.87, 2.27, -2.34)  0.39
C (2.33, 1.73, 2.68)  -0.47
C (2.42, 0.84, 3.89)  -0.14
O (1.50, 1.28, 4.90)  -0.51
H (2.52, 2.76, 2.96)  0.37
H (1.40, 1.53, 2.16)  -0.23
H (3.12, 1.47, 1.96)  0.37
H (3.42, 0.89, 4.32)  0.43
H (2.21, -0.23, 3.78)  -0.07
H (1.98, 1.33, 5.72)  0.28
C (-4.43, -4.37, 0.49)  -0.86
O (-4.43, -2.97, 0.68)  -0.16
C (-5.74, -2.49, 1.05)  -0.91
C (-5.57, -1.61, 2.27)  -0.04
N (-5.02, -2.40, 3.36)  -0.28
C (-4.70, -1.67, 4.59)  -1.33
C (-3.51, -0.67, 4.57)  0.51
O (-2.72, -0.64, 5.71)  -0.20
C (-3.35, -0.09, 6.85)  -0.82
H (-4.95, -4.71, -0.41)  0.34
H (-4.88, -4.97, 1.29)  0.38
H (-3.40, -4.67, 0.29)  0.22
H (-6.38, -3.34, 1.27)  0.48
H (-6.12, -2.04, 0.13)  0.36
H (-6.49, -1.11, 2.56)  0.41
H (-4.82, -0.87, 1.94)  -0.09
H (-4.24, -2.98, 3.07)  0.29
H (-4.50, -2.46, 5.32)  0.40
H (-5.58, -1.18, 5.02)  0.52
H (-3.90, 0.33, 4.33)  0.29
H (-2.97, -0.90, 3.65)  -0.33
H (-2.77, -0.41, 7.72)  0.25
H (-4.36, -0.50, 6.92)  0.36
H (-3.38, 1.00, 6.88)  0.27
C (-2.46, -5.76, -5.73)  -0.78
O (-1.97, -4.83, -4.78)  -0.30
C (-2.73, -3.65, -4.64)  -0.61
C (-1.98, -2.72, -3.67)  -0.95
N (-0.87, -2.05, -4.32)  0.01
C (-1.14, -0.99, -5.27)  -0.53
C (-1.64, 0.31, -4.71)  -0.09
O (-1.39, 1.48, -5.48)  -0.31
C (-2.26, 1.60, -6.61)  -0.75
H (-3.43, -6.16, -5.42)  0.30
H (-1.81, -6.61, -5.92)  0.25
H (-2.59, -5.27, -6.70)  0.31
H (-3.70, -3.85, -4.16)  0.42
H (-2.87, -3.12, -5.58)  0.26
H (-1.63, -3.28, -2.80)  0.38
H (-2.71, -2.06, -3.19)  0.51
H (-0.20, -2.77, -4.53)  0.28
H (-1.88, -1.36, -5.99)  0.19
H (-0.16, -0.84, -5.73)  0.36
H (-1.26, 0.54, -3.72)  -0.20
H (-2.73, 0.22, -4.59)  0.44
H (-1.85, 2.34, -7.28)  0.26
H (-3.25, 1.89, -6.24)  0.28
H (-2.38, 0.62, -7.09)  0.32
C (-0.51, -2.50, 4.62)  -0.38
O (0.58, -3.29, 4.23)  -0.44
C (0.43, -3.73, 2.91)  0.13
C (1.66, -4.62, 2.54)  -0.92
N (2.86, -3.82, 2.88)  -0.45
C (3.22, -2.74, 1.96)  0.26
C (4.62, -2.17, 2.13)  -1.07
O (4.65, -1.46, 3.35)  -0.15
C (5.92, -1.18, 3.87)  -0.96
H (-1.45, -3.07, 4.58)  0.39
H (-0.69, -1.65, 3.95)  -0.15
H (-0.27, -1.98, 5.55)  0.36
H (0.32, -2.96, 2.14)  -0.15
H (-0.42, -4.41, 2.74)  0.49
H (1.73, -4.87, 1.48)  0.35
H (1.57, -5.56, 3.08)  0.36
H (2.63, -3.28, 3.71)  0.40
H (2.53, -1.89, 2.00)  -0.17
H (3.23, -3.12, 0.94)  0.36
H (4.84, -1.53, 1.27)  0.34
H (5.38, -2.96, 2.13)  0.47
H (6.57, -0.50, 3.30)  0.35
H (6.48, -2.12, 4.00)  0.37
H (5.85, -0.76, 4.87)  0.25
C (-1.23, 4.20, -0.14)  -0.72
O (-0.29, 4.76, -1.03)  -0.42
C (0.94, 4.06, -0.93)  0.26
C (1.89, 4.78, -1.88)  -0.58
N (3.21, 4.14, -1.84)  0.05
C (4.28, 4.91, -2.48)  -1.11
C (4.66, 6.26, -1.88)  -0.29
O (5.57, 6.83, -2.80)  -0.36
C (5.89, 8.21, -2.60)  -0.74
H (-0.87, 4.13, 0.89)  0.30
H (-1.57, 3.21, -0.43)  0.24
H (-2.11, 4.85, -0.08)  0.37
H (0.86, 3.01, -1.24)  -0.27
H (1.41, 4.08, 0.06)  0.21
H (1.94, 5.79, -1.48)  0.36
H (1.54, 4.61, -2.90)  0.13
H (3.62, 3.82, -0.97)  0.25
H (3.81, 5.23, -3.42)  0.31
H (5.20, 4.40, -2.79)  0.42
H (5.10, 6.20, -0.88)  0.30
H (3.79, 6.92, -1.90)  0.33
H (5.67, 8.53, -1.58)  0.33
H (5.30, 8.85, -3.25)  0.27
H (6.93, 8.35, -2.87)  0.26
C (-0.33, -1.78, -0.50)  -1.30
C (-0.23, -0.30, -0.08)  1.45
C (-0.90, 0.00, 1.27)  -0.40
O (-1.13, 1.40, 1.27)  -0.10
C (-1.83, 1.81, 2.44)  -0.74
N (1.22, -0.08, -0.21)  -0.38
H (-0.45, -1.90, -1.58)  0.05
H (-1.11, -2.34, 0.03)  0.46
H (0.48, -2.45, -0.18)  0.20
H (-0.72, 0.35, -0.82)  -0.30
H (-0.30, -0.30, 2.13)  -0.29
H (-1.83, -0.57, 1.22)  0.42
H (-2.12, 2.86, 2.51)  0.43
H (-1.22, 1.44, 3.27)  0.32
H (-2.82, 1.32, 2.44)  0.06
H (1.43, -0.08, -1.20)  0.10
H (1.40, 0.84, 0.19)  -0.10

(2)
Molecular formula: C32H85N7O9
Method: DFT, ωB97M-V/def2-TZVPD

Properties
E = -63409.42003 eV
Structure (SMILES) = COC[C@H](C)N.COC[C@H](C)N.COC[C@H](C)N.COC[C@H](C)N.COC[C@H](C)N.COCCNCCOC.COCCNCCOC
Energy above the lowest of the compared OMol25 structures with the same formula, charge and spin = 557.4 kJ/mol
Max |F| = 3.67 eV/Å
Frontier orbital gap = 8.964 eV

Each line ends with the Mulliken charge.
Atoms and positions in Å:
C (-25.45, 11.33, -26.63)  -1.42
C (-24.04, 10.96, -26.85)  0.55
C (-23.49, 10.60, -25.50)  -0.73
O (-22.19, 10.16, -25.45)  -0.36
C (-21.69, 9.87, -24.06)  -0.78
N (-23.89, 9.89, -27.77)  -0.68
H (-26.17, 10.51, -26.60)  0.38
H (-25.70, 11.96, -27.48)  0.34
H (-25.67, 11.81, -25.67)  0.32
H (-23.59, 11.84, -27.32)  0.26
H (-24.16, 9.85, -25.08)  0.28
H (-23.49, 11.39, -24.75)  0.39
H (-20.62, 9.70, -24.15)  0.28
H (-21.86, 8.87, -23.66)  0.31
H (-21.78, 10.72, -23.39)  0.32
H (-24.58, 9.17, -27.57)  0.24
H (-22.96, 9.52, -27.65)  0.29
C (-14.32, 5.22, -7.09)  -1.27
C (-12.87, 4.68, -7.14)  0.55
C (-11.90, 5.41, -8.04)  -0.84
O (-11.95, 5.17, -9.43)  -0.32
C (-11.03, 5.94, -10.21)  -0.67
N (-12.40, 4.69, -5.81)  -0.72
H (-15.01, 4.46, -6.73)  0.32
H (-14.59, 5.59, -8.08)  0.33
H (-14.36, 6.05, -6.38)  0.31
H (-12.88, 3.63, -7.41)  0.31
H (-10.89, 5.08, -7.80)  0.34
H (-11.80, 6.48, -7.84)  0.38
H (-10.90, 5.52, -11.21)  0.17
H (-9.98, 5.86, -9.91)  0.32
H (-11.39, 6.97, -10.17)  0.32
H (-11.62, 4.07, -5.60)  0.26
H (-11.95, 5.54, -5.52)  0.23
C (-14.92, 14.82, -15.04)  -1.46
C (-13.85, 14.80, -13.97)  0.55
C (-12.75, 15.92, -14.22)  -0.71
O (-11.62, 15.57, -13.47)  -0.29
C (-10.53, 16.43, -13.72)  -0.74
N (-14.34, 15.06, -12.62)  -0.81
H (-15.35, 15.81, -15.14)  0.33
H (-15.75, 14.16, -14.81)  0.36
H (-14.48, 14.59, -16.01)  0.35
H (-13.43, 13.82, -13.78)  0.33
H (-13.11, 16.91, -13.95)  0.37
H (-12.50, 15.74, -15.27)  0.36
H (-10.72, 17.44, -13.36)  0.30
H (-10.31, 16.55, -14.78)  0.30
H (-9.69, 16.04, -13.14)  0.25
H (-13.53, 15.03, -12.02)  0.28
H (-14.90, 14.29, -12.27)  0.23
C (-17.63, 10.14, -17.50)  -1.43
C (-16.27, 9.72, -18.08)  0.45
C (-15.71, 8.56, -17.24)  -0.57
O (-15.09, 9.13, -16.05)  -0.35
C (-15.29, 8.18, -14.98)  -0.73
N (-16.46, 9.31, -19.49)  -0.78
H (-18.41, 9.40, -17.66)  0.37
H (-17.88, 11.13, -17.89)  0.34
H (-17.62, 10.25, -16.42)  0.28
H (-15.65, 10.61, -18.08)  0.37
H (-14.94, 8.05, -17.83)  0.37
H (-16.61, 8.00, -16.96)  0.24
H (-14.58, 7.36, -15.05)  0.27
H (-16.35, 7.95, -14.82)  0.29
H (-15.15, 8.69, -14.02)  0.32
H (-15.54, 8.92, -19.66)  0.28
H (-16.45, 10.15, -20.05)  0.27
C (-16.99, 14.78, -22.38)  -1.17
C (-15.58, 14.53, -23.04)  0.45
C (-14.44, 14.75, -22.09)  -0.76
O (-14.44, 15.96, -21.31)  -0.28
C (-14.53, 17.12, -22.09)  -0.79
N (-15.53, 13.11, -23.62)  -0.70
H (-17.15, 14.26, -21.44)  0.28
H (-17.90, 14.44, -22.86)  0.40
H (-17.16, 15.85, -22.29)  0.27
H (-15.46, 15.28, -23.82)  0.21
H (-13.48, 14.57, -22.56)  0.36
H (-14.60, 13.89, -21.43)  0.36
H (-13.62, 17.30, -22.66)  0.33
H (-14.73, 17.99, -21.47)  0.27
H (-15.33, 17.23, -22.82)  0.28
H (-16.17, 13.03, -24.40)  0.24
H (-14.64, 12.94, -24.06)  0.24
C (-16.69, 10.12, -9.25)  -0.77
O (-16.96, 10.49, -10.61)  -0.32
C (-18.24, 10.22, -11.07)  -0.49
C (-18.83, 8.82, -10.66)  -0.75
N (-19.45, 8.09, -11.79)  -0.45
C (-20.11, 6.93, -11.15)  -0.56
C (-20.10, 5.84, -12.25)  -0.61
O (-18.77, 5.70, -12.80)  -0.33
C (-18.76, 5.17, -14.07)  -0.81
H (-16.87, 9.05, -9.09)  0.28
H (-17.28, 10.67, -8.52)  0.33
H (-15.68, 10.30, -8.90)  0.26
H (-18.24, 10.25, -12.16)  0.39
H (-18.95, 10.89, -10.58)  0.27
H (-19.40, 8.79, -9.74)  0.40
H (-18.00, 8.13, -10.53)  0.48
H (-18.88, 7.61, -12.48)  0.34
H (-21.15, 7.10, -10.88)  0.34
H (-19.71, 6.61, -10.18)  0.36
H (-20.91, 6.01, -12.96)  0.37
H (-20.23, 4.94, -11.64)  0.35
H (-18.99, 4.11, -14.12)  0.34
H (-17.79, 5.47, -14.46)  0.24
H (-19.41, 5.59, -14.84)  0.35
C (-9.65, 8.65, -14.78)  -0.62
O (-8.74, 7.72, -15.31)  -0.31
C (-8.69, 7.67, -16.76)  -0.75
C (-8.86, 6.23, -17.29)  -0.56
N (-10.20, 5.62, -17.10)  -0.32
C (-10.21, 4.17, -17.28)  -0.55
C (-11.40, 3.54, -16.58)  -0.57
O (-11.14, 3.67, -15.21)  -0.31
C (-12.16, 3.11, -14.37)  -0.66
H (-10.71, 8.44, -14.95)  0.25
H (-9.53, 9.65, -15.19)  0.31
H (-9.32, 8.58, -13.75)  0.23
H (-7.70, 8.03, -17.04)  0.38
H (-9.40, 8.28, -17.32)  0.38
H (-8.06, 5.76, -16.72)  0.34
H (-8.59, 6.22, -18.35)  0.32
H (-10.50, 6.05, -16.24)  0.23
H (-9.28, 3.82, -16.83)  0.32
H (-10.18, 3.85, -18.32)  0.34
H (-11.56, 2.49, -16.82)  0.41
H (-12.39, 4.00, -16.63)  0.37
H (-12.96, 3.84, -14.41)  0.22
H (-11.88, 2.93, -13.33)  0.23
H (-12.46, 2.15, -14.80)  0.32

(3)
Molecular formula: C32H86Cl15O36P9
Method: DFT, ωB97M-V/def2-TZVPD

Properties
E = -379737.03983 eV
Max |F| = 4.00 eV/Å
Frontier orbital gap = 10.404 eV

Each line ends with the Mulliken charge.
Atoms and positions in Å:
C (3.93, -4.21, -7.32)  -0.61
O (3.07, -3.11, -7.31)  -0.22
P (3.11, -1.80, -8.33)  1.01
O (1.86, -0.94, -8.36)  -0.66
O (4.47, -0.96, -7.89)  -0.35
C (4.69, -0.71, -6.50)  -0.67
O (3.57, -2.30, -9.82)  -0.32
C (2.68, -2.86, -10.77)  -0.76
H (3.60, -4.79, -8.18)  0.24
H (3.73, -4.77, -6.40)  0.24
H (4.98, -3.96, -7.38)  0.32
H (4.80, 0.35, -6.25)  0.30
H (5.65, -1.08, -6.13)  0.25
H (3.99, -1.25, -5.87)  0.30
H (1.61, -2.65, -10.74)  0.34
H (2.78, -3.95, -10.77)  0.29
H (2.87, -2.61, -11.81)  0.29
C (-1.15, 5.95, 7.76)  -0.68
O (-0.83, 4.53, 7.63)  -0.31
P (0.44, 4.05, 6.73)  1.04
O (0.81, 5.07, 5.67)  -0.68
O (1.59, 3.73, 7.88)  -0.32
C (2.37, 4.71, 8.46)  -0.76
O (-0.03, 2.67, 6.15)  -0.27
C (-0.63, 1.59, 6.85)  -0.63
H (-0.40, 6.54, 7.23)  0.31
H (-0.99, 6.30, 8.79)  0.28
H (-2.16, 6.25, 7.50)  0.26
H (2.39, 5.65, 7.91)  0.33
H (3.36, 4.34, 8.21)  0.31
H (2.26, 4.96, 9.52)  0.28
H (0.08, 0.77, 6.83)  0.28
H (-1.54, 1.31, 6.33)  0.27
H (-0.83, 1.75, 7.91)  0.29
C (-7.07, -4.42, 7.58)  -0.78
O (-6.42, -5.41, 6.89)  -0.32
P (-5.03, -5.10, 6.16)  0.97
O (-4.24, -6.32, 5.72)  -0.70
O (-4.17, -4.11, 7.15)  -0.22
C (-3.76, -4.53, 8.44)  -0.75
O (-5.52, -4.17, 4.98)  -0.22
C (-4.57, -3.61, 4.04)  -0.74
H (-8.12, -4.57, 7.34)  0.30
H (-6.91, -3.38, 7.30)  0.38
H (-7.08, -4.58, 8.66)  0.29
H (-2.69, -4.73, 8.39)  0.28
H (-4.23, -5.45, 8.77)  0.32
H (-4.04, -3.81, 9.22)  0.28
H (-5.02, -3.56, 3.05)  0.29
H (-3.75, -4.28, 3.79)  0.34
H (-4.18, -2.64, 4.37)  0.28
C (-0.11, 0.32, -0.59)  -0.75
O (-0.08, 0.97, -1.87)  -0.24
P (-1.46, 0.97, -2.77)  0.90
O (-2.61, 1.61, -2.05)  -0.68
O (-0.98, 1.65, -4.07)  -0.16
C (-1.85, 1.78, -5.17)  -0.75
O (-1.63, -0.61, -3.21)  -0.27
C (-0.52, -1.38, -3.49)  -0.69
H (-0.87, 0.65, 0.11)  0.31
H (0.89, 0.32, -0.15)  0.28
H (-0.31, -0.75, -0.73)  0.29
H (-2.08, 2.78, -5.52)  0.30
H (-2.77, 1.21, -5.06)  0.33
H (-1.44, 1.30, -6.06)  0.26
H (0.41, -0.95, -3.12)  0.36
H (-0.56, -1.50, -4.57)  0.27
H (-0.67, -2.37, -3.05)  0.24
C (-0.15, -8.97, 0.18)  -0.66
O (1.08, -9.59, 0.48)  -0.27
P (1.97, -10.40, -0.59)  0.93
O (1.88, -9.97, -2.03)  -0.65
O (3.42, -10.21, 0.14)  -0.31
C (4.52, -11.04, -0.20)  -0.60
O (1.74, -12.00, -0.24)  -0.26
C (0.97, -12.83, -1.05)  -0.63
H (-0.57, -9.38, -0.73)  0.29
H (-0.11, -7.90, 0.00)  0.26
H (-0.90, -9.18, 0.95)  0.29
H (5.23, -10.59, -0.90)  0.26
H (4.19, -12.01, -0.58)  0.26
H (5.26, -11.28, 0.56)  0.27
H (0.09, -12.25, -1.33)  0.26
H (0.63, -13.71, -0.50)  0.27
H (1.39, -13.05, -2.03)  0.29
C (7.37, 2.82, 2.04)  -0.71
O (6.51, 3.93, 1.72)  -0.27
P (6.08, 4.16, 0.11)  0.97
O (5.76, 2.92, -0.63)  -0.64
O (4.95, 5.33, 0.15)  -0.34
C (3.58, 5.04, 0.54)  -0.58
O (7.33, 4.95, -0.49)  -0.29
C (7.55, 4.99, -1.85)  -0.74
H (6.98, 1.81, 1.94)  0.31
H (7.49, 2.75, 3.13)  0.30
H (8.36, 2.80, 1.60)  0.29
H (3.23, 5.93, 1.06)  0.23
H (3.50, 4.14, 1.16)  0.31
H (3.07, 4.88, -0.41)  0.25
H (8.58, 5.06, -2.20)  0.27
H (7.10, 5.90, -2.25)  0.30
H (7.01, 4.24, -2.43)  0.33
C (-7.19, 2.94, 8.30)  -0.79
O (-6.75, 2.58, 6.96)  -0.17
P (-7.79, 2.44, 5.76)  0.85
O (-8.82, 3.49, 5.71)  -0.64
O (-6.89, 2.31, 4.36)  -0.29
C (-6.04, 3.35, 3.99)  -0.69
O (-8.46, 0.97, 6.05)  -0.28
C (-9.47, 0.80, 7.05)  -0.71
H (-7.37, 2.01, 8.85)  0.31
H (-8.17, 3.41, 8.40)  0.37
H (-6.53, 3.54, 8.92)  0.30
H (-6.02, 4.14, 4.74)  0.28
H (-6.47, 3.96, 3.20)  0.29
H (-5.02, 3.07, 3.73)  0.29
H (-10.45, 0.48, 6.68)  0.30
H (-9.63, 1.78, 7.50)  0.28
H (-9.17, 0.29, 7.96)  0.32
C (-5.08, 11.81, 0.56)  -0.68
O (-3.67, 11.77, 0.82)  -0.33
P (-2.88, 10.44, 1.34)  1.02
O (-3.51, 9.82, 2.50)  -0.64
O (-2.60, 9.46, 0.02)  -0.30
C (-3.59, 8.54, -0.45)  -0.66
O (-1.45, 11.10, 1.72)  -0.34
C (-0.46, 10.39, 2.43)  -0.67
H (-5.43, 12.72, 1.05)  0.27
H (-5.61, 11.05, 1.13)  0.34
H (-5.30, 11.78, -0.51)  0.26
H (-4.46, 8.42, 0.20)  0.32
H (-3.19, 7.56, -0.72)  0.28
H (-4.00, 8.91, -1.39)  0.28
H (-0.16, 11.00, 3.29)  0.26
H (0.47, 10.45, 1.87)  0.28
H (-0.66, 9.34, 2.62)  0.32
C (9.55, -6.64, -4.23)  -0.62
O (9.95, -5.33, -4.05)  -0.31
P (9.55, -4.35, -2.83)  0.87
O (9.84, -4.93, -1.50)  -0.66
O (10.46, -3.08, -3.15)  -0.33
C (10.39, -1.87, -2.51)  -0.60
O (8.08, -3.83, -3.29)  -0.10
C (6.99, -3.72, -2.39)  -0.68
H (10.43, -7.28, -4.25)  0.23
H (9.04, -6.63, -5.19)  0.24
H (8.85, -6.93, -3.45)  0.31
H (11.36, -1.56, -2.10)  0.25
H (9.55, -1.80, -1.83)  0.28
H (10.17, -1.23, -3.36)  0.25
H (6.89, -2.79, -1.85)  0.28
H (7.05, -4.50, -1.63)  0.34
H (6.05, -3.86, -2.92)  0.24
C (2.55, 4.81, -7.46)  0.10
Cl (1.24, 5.76, -8.26)  -0.12
Cl (2.57, 5.09, -5.69)  -0.10
Cl (4.19, 5.13, -8.27)  -0.13
H (2.24, 3.77, -7.56)  0.25
C (-8.13, 2.35, -2.39)  0.05
Cl (-8.02, 0.72, -3.32)  -0.13
Cl (-9.09, 1.99, -0.91)  -0.11
Cl (-9.04, 3.70, -3.17)  -0.11
H (-7.13, 2.66, -2.10)  0.30
C (3.32, -4.70, 4.13)  0.05
Cl (4.79, -5.52, 3.72)  -0.10
Cl (2.36, -4.44, 2.63)  -0.12
Cl (3.58, -3.11, 4.87)  -0.12
H (2.81, -5.38, 4.81)  0.29
C (-4.71, -4.99, -6.80)  0.06
Cl (-5.36, -3.36, -7.12)  -0.11
Cl (-5.69, -6.32, -7.47)  -0.12
Cl (-4.52, -5.10, -5.10)  -0.11
H (-3.71, -5.10, -7.20)  0.27
C (-6.85, 3.93, -10.95)  0.04
Cl (-7.89, 2.80, -9.92)  -0.13
Cl (-7.30, 3.74, -12.67)  -0.12
Cl (-5.15, 3.66, -10.58)  -0.09
H (-7.22, 4.93, -10.72)  0.30

The lowest max |F| belongs to which entry? C32H83N5O11